Record 1
Entry from the OMol25 dataset: one molecule with the formula C10H23FNO6P (the ωB97M-V functional and the def2-TZVPD basis).

```
42
Properties=species:S:1:pos:R:3:lowdin_charge:R:1
C 2.676 -2.197 0.315 -0.0580
C 3.091 -0.853 -0.264 -0.2392
O 1.906 -0.103 -0.617 -0.2088
P 2.015 1.021 -1.738 0.3960
O 2.687 0.613 -2.958 -0.1959
O 2.642 2.281 -1.031 -0.1578
C 1.926 3.325 -0.348 -0.1744
C 1.191 2.816 0.899 -0.1229
C -0.313 3.140 0.968 -0.1804
F -0.783 3.744 -0.195 -0.0653
O 0.474 1.498 -1.810 -0.1650
O -0.243 0.663 -2.754 -0.0820
C -1.543 0.540 -2.197 -0.1681
C -1.553 -0.235 -0.884 -0.1984
N -2.862 -0.858 -0.667 -0.0598
C -2.780 -2.132 0.040 -0.1840
C -2.267 -2.059 1.496 -0.4167
C -0.784 -2.383 1.656 -0.0447
O -2.973 -2.970 2.338 -0.0492
H 2.770 -2.223 1.401 0.0766
H 1.633 -2.388 0.067 0.0544
H 3.275 -3.006 -0.102 0.0779
H 3.649 -0.253 0.459 0.1193
H 3.707 -0.970 -1.157 0.1130
H 2.703 4.036 -0.079 0.1247
H 1.247 3.800 -1.051 0.1149
H 1.330 1.736 0.960 0.0994
H 1.670 3.236 1.785 0.1112
H -0.901 2.232 1.112 0.0957
H -0.532 3.826 1.786 0.1131
H -2.088 -0.021 -2.958 0.1354
H -1.988 1.534 -2.098 0.1276
H -1.269 0.430 -0.059 0.1006
H -0.783 -1.007 -0.946 0.1193
H -3.440 -0.230 -0.119 0.1095
H -3.772 -2.593 0.045 0.1170
H -2.135 -2.789 -0.550 0.1193
H -2.442 -1.029 1.844 0.1340
H -0.179 -1.477 1.719 0.0730
H -0.407 -2.978 0.823 0.0674
H -0.642 -2.947 2.577 0.0846
H -3.915 -2.770 2.289 0.0868
```

Computed properties:
- SMILES string = CCO[P@](=O)(OCCCF)OOCCNC[C@H](C)O
- Kohn-Sham gap (Eh) = 0.356

Record 2
Entry from the OMol25 dataset: a 3-piece molecular cluster, C3H14N2O2 overall (the ωB97M-V functional and the def2-TZVPD basis).

```
21
Properties=species:S:1:pos:R:3:lowdin_charge:R:1
N 0.592 0.576 -1.148 -0.0088
C 0.209 1.069 0.193 -0.2596
C -1.046 0.431 0.748 -0.2402
N -0.998 -1.020 0.812 -0.1547
C -2.095 -1.645 1.522 -0.1373
H 1.513 0.965 -1.303 0.0710
H 0.682 -0.445 -1.141 0.0713
H -0.028 2.132 0.070 0.1147
H 1.032 1.017 0.900 0.0941
H -1.941 0.748 0.198 0.1173
H -1.140 0.785 1.778 0.1190
H -0.723 -1.557 0.003 0.0969
H -3.100 -1.568 1.088 0.0757
H -2.054 -1.240 2.536 0.0801
H -1.921 -2.718 1.609 0.0752
H 2.648 -1.647 1.362 0.0216
H 1.212 -1.540 1.761 0.0158
O 2.094 -1.199 1.994 -0.0644
H 0.453 1.469 -2.943 -0.0141
H 1.611 2.055 -3.675 -0.0004
O 0.690 1.903 -3.786 -0.0730
```

Computed properties:
- SMILES string = CNCCN.O.O
- Kohn-Sham gap (Eh) = 0.356

Record 3
Entry from the OMol25 dataset: one molecule with the formula C4H4N2O (the ωB97M-V functional and the def2-TZVPD basis).

```
11
Properties=species:S:1:pos:R:3:lowdin_charge:R:1
C -0.586 1.314 -0.031 -0.1277
C 0.731 1.299 -0.320 -0.0251
C 1.511 0.109 0.180 -0.1649
C -1.174 -0.793 -0.204 -0.2482
H -1.180 2.208 -0.195 0.1198
H 1.369 2.105 -0.826 0.1308
H 2.515 0.241 0.560 0.0997
H -2.034 -1.240 -0.629 0.1223
N 1.132 -1.090 0.228 0.0395
N -0.098 -1.393 -0.343 0.0496
O -1.350 0.312 0.519 0.0045
```

Computed properties:
- SMILES string = C1=COC=NN=C1
- Kohn-Sham gap (Eh) = 0.372

Record 4
Entry from the OMol25 dataset: C36H57AsBCsF6N8OS4SbSi2 as an isolated structure (the ωB97M-V functional and the def2-TZVPD basis).

```
118
Properties=species:S:1:pos:R:3:lowdin_charge:R:1
Cs 1.390 1.033 -0.211 1.1232
C 1.483 -0.172 6.623 -0.0404
C 1.351 -0.435 5.116 -0.5375
C 2.649 -0.016 4.434 -0.0918
C 1.162 -1.930 4.836 -0.0331
N 0.126 0.269 4.654 0.0055
C -1.097 -0.158 5.156 -0.0872
C -2.054 0.574 4.579 -0.1104
N -1.464 1.476 3.724 0.0260
B -2.412 2.390 2.910 -0.6146
N -3.276 1.616 1.875 0.0131
C -4.393 2.271 1.406 -0.1091
C -5.078 1.449 0.604 -0.0924
N -4.376 0.256 0.529 0.0016
C -3.245 0.367 1.327 -0.7116
S -2.065 -0.819 1.542 0.6315
C -4.854 -0.928 -0.220 -0.5492
C -5.158 -2.068 0.760 -0.0510
C -3.816 -1.351 -1.264 -0.0408
C -6.145 -0.564 -0.953 -0.0649
N -1.688 3.586 2.250 0.0133
C -1.265 4.620 3.053 -0.1182
C -0.625 5.520 2.294 -0.0799
N -0.621 5.046 0.988 0.0042
C -1.301 3.843 0.968 -0.6961
S -1.647 2.883 -0.374 0.6135
C -0.174 5.859 -0.168 -0.5476
C -1.419 6.315 -0.939 -0.0413
C 0.589 7.079 0.348 -0.0626
C 0.777 5.083 -1.083 -0.0557
C -0.110 1.312 3.778 -0.6821
S 1.015 2.333 3.050 0.5975
H 2.398 -0.632 7.000 0.0793
H 0.636 -0.577 7.180 0.0683
H 1.533 0.903 6.806 0.0877
H 3.451 -0.647 4.830 0.0789
H 2.889 1.024 4.625 0.0443
H 2.585 -0.173 3.358 0.0436
H 2.034 -2.480 5.192 0.0776
H 1.064 -2.086 3.760 0.0682
H 0.276 -2.335 5.327 0.0680
H -1.189 -0.966 5.857 0.1054
H -3.123 0.530 4.685 0.1195
H -3.193 2.856 3.721 0.1177
H -4.597 3.290 1.686 0.1204
H -5.978 1.638 0.052 0.0925
H -4.254 -2.347 1.294 0.0319
H -5.537 -2.935 0.213 0.0795
H -5.913 -1.750 1.484 0.0832
H -2.884 -1.617 -0.777 0.0153
H -3.627 -0.524 -1.952 0.0576
H -4.178 -2.210 -1.834 0.0894
H -6.941 -0.294 -0.256 0.0804
H -6.475 -1.434 -1.522 0.0846
H -5.983 0.260 -1.650 0.0538
H -1.442 4.608 4.113 0.1188
H -0.139 6.428 2.595 0.0995
H -2.083 6.883 -0.281 0.0830
H -1.954 5.440 -1.305 0.0427
H -1.139 6.942 -1.787 0.0827
H -0.047 7.746 0.934 0.0742
H 0.964 7.636 -0.510 0.0848
H 1.443 6.768 0.952 0.0906
H 0.286 4.222 -1.519 0.0214
H 1.654 4.749 -0.526 0.0933
H 1.113 5.728 -1.897 0.0901
S -4.692 2.777 -2.887 0.7121
C -3.538 1.778 -3.222 -0.7524
N -2.657 1.000 -3.422 0.0867
O 2.951 -0.728 0.159 -0.7634
N 2.281 -1.290 1.112 -0.5863
F 2.365 2.259 -2.038 -0.6801
Sb 3.286 2.590 -3.686 1.3762
F 4.051 4.156 -2.921 -0.3788
F 1.801 3.614 -4.279 -0.3708
F 4.200 2.965 -5.318 -0.3876
F 2.528 1.039 -4.477 -0.3580
F 4.781 1.580 -3.104 -0.3672
C 3.983 -5.797 1.067 -0.2423
Si 3.822 -3.893 1.114 0.2815
C 4.247 -3.431 2.912 -0.2356
C 5.173 -3.177 -0.004 -0.2132
As 1.661 -3.065 0.747 0.8625
Si 1.578 -3.180 -1.614 0.3213
C 2.248 -1.858 -2.802 -0.1999
C -0.287 -3.288 -1.984 -0.2284
C 2.349 -4.818 -2.230 -0.2323
H 4.937 -6.112 1.499 0.0130
H 3.931 -6.186 0.048 -0.0009
H 3.181 -6.265 1.643 0.0122
H 5.261 -3.718 3.198 0.0174
H 3.545 -3.911 3.598 0.0113
H 4.143 -2.350 3.031 0.0048
H 6.171 -3.239 0.438 0.0175
H 4.943 -2.123 -0.179 0.0099
H 5.200 -3.675 -0.977 0.0096
H 1.532 -1.043 -2.930 0.0138
H 2.427 -2.287 -3.791 0.0046
H 3.182 -1.416 -2.456 0.0306
H -0.779 -2.367 -1.655 0.0115
H -0.748 -4.116 -1.440 0.0207
H -0.493 -3.415 -3.051 0.0093
H 3.439 -4.781 -2.165 0.0044
H 2.082 -5.001 -3.274 0.0133
H 2.009 -5.672 -1.638 0.0147
C -1.978 0.133 -4.119 -0.0438
C -1.314 -0.736 -4.627 0.0611
C -0.557 -1.764 -5.247 -0.2404
C -1.197 -2.902 -5.755 -0.0503
C -0.465 -3.899 -6.374 -0.0994
C 0.914 -3.784 -6.495 -0.0922
C 1.554 -2.660 -5.990 -0.0860
C 0.833 -1.654 -5.374 -0.0516
H -2.271 -2.991 -5.662 0.1119
H -0.970 -4.773 -6.767 0.0941
H 1.484 -4.565 -6.982 0.0949
H 2.630 -2.573 -6.083 0.1126
H 1.332 -0.773 -4.990 0.0876
```

Computed properties:
- 2S+1 = 2
- total charge = -2
- expectation value of S² = 0.757
- Kohn-Sham gap (spin up / spin down) (Eh) = 0.196 / 0.200

Record 5
Entry from the OMol25 dataset: C6H5N5ORhSbSe4 as an isolated structure (the ωB97M-V functional and the def2-TZVPD basis).

```
23
Properties=species:S:1:pos:R:3:lowdin_charge:R:1
Rh -1.986 0.143 0.384 0.6524
N 1.627 1.151 2.571 0.0526
C 0.347 1.473 2.374 -0.1014
N -0.178 0.596 1.548 0.0275
C 0.849 -0.251 1.263 -0.3180
N 1.968 0.054 1.869 0.1505
C 0.662 -1.359 0.319 -0.1784
C 1.646 -2.299 0.043 -0.0459
N 1.444 -3.279 -0.827 0.1061
C 0.260 -3.322 -1.427 -0.0880
C -0.734 -2.390 -1.165 -0.0656
N -0.525 -1.413 -0.291 0.0286
H 2.313 1.618 3.141 0.1680
H -0.152 2.317 2.820 0.1484
H 2.607 -2.247 0.539 0.1239
H 0.090 -4.119 -2.140 0.1160
H -1.696 -2.422 -1.656 0.1228
O -2.831 -0.840 1.486 -0.4691
Se -1.387 5.435 -1.014 -0.0887
Sb -1.105 3.570 -2.438 -0.3446
Se -1.580 3.083 -4.687 -0.0987
Se 1.093 2.726 -1.581 0.0257
Se -2.730 1.773 -1.131 0.0760
```

Computed properties:
- 2S+1 = 5
- expectation value of S² = 6.033
- Kohn-Sham gap (spin up / spin down) (Eh) = 0.232 / 0.211

Record 6
Entry from the OMol25 dataset: a 2-piece molecular cluster, C4H10NO2S overall (the ωB97M-V functional and the def2-TZVPD basis).

```
18
Properties=species:S:1:pos:R:3:lowdin_charge:R:1
C -0.718 -0.320 -1.218 -0.2347
C 1.743 -0.962 0.641 -0.1822
C 1.215 1.521 0.143 -0.2058
C 1.500 0.136 -0.400 -0.3005
N -2.867 -1.194 0.039 -0.1780
O -2.610 1.275 -0.146 -0.4178
O -1.162 0.085 1.459 -0.4126
S -1.738 0.117 0.098 0.4106
H -0.468 0.555 -1.909 -0.0379
H 1.994 -2.017 0.081 0.0961
H 0.729 -1.134 1.210 0.0718
H 2.574 -0.818 1.334 0.0320
H 0.742 2.170 -0.741 0.1027
H 0.530 1.485 0.855 -0.0386
H 2.131 2.091 0.646 0.0924
H 2.085 0.292 -1.374 0.0902
H -2.325 -2.132 0.146 0.0797
H -3.356 -1.149 -0.865 0.0327
```

Computed properties:
- total charge = -1
- Kohn-Sham gap (spin up / spin down) (Eh) = 0.258 / 0.258